1.
This record from the Open Molecules 2025 dataset describes C5H7NO as an isolated structure at a distorted geometry. The level of theory is ωB97M-V/def2-TZVPD.

Each line ends with the Mulliken charge.
Positions of all 14 atoms, in Å:
C  1.09  1.13  -0.17  -1.21
C  0.70  -0.22  0.37  0.24
C  -0.72  -0.65  0.33  -0.69
C  -1.79  0.32  0.62  -0.02
O  -1.56  1.49  0.77  -0.48
C  1.26  -1.47  -1.02  0.12
N  0.74  -2.24  -1.74  -0.47
H  1.57  1.09  -1.14  0.37
H  1.77  1.71  0.45  0.34
H  0.32  1.85  -0.42  0.34
H  1.28  -0.56  1.23  0.43
H  -0.81  -0.86  -0.75  0.24
H  -0.97  -1.56  0.87  0.44
H  -2.83  -0.06  0.69  0.36

Summary:
* net charge: 0
* energy relative to the best compared isomer or geometry (same formula, charge and spin): 3.4101 eV
* strongest force on any atom: 0.063 Eh/bohr
* Kohn-Sham gap: 9.76 eV
* spin multiplicity: 1

---

2.
This record from the Open Molecules 2025 dataset describes C16H7Co2NO7 as an isolated structure at a distorted geometry. The level of theory is ωB97M-V/def2-TZVPD.

Each line ends with the Mulliken charge.
Positions of all 33 atoms, in Å:
O  0.03  0.11  1.31  -0.22
C  -0.90  -0.13  2.27  0.46
C  -1.48  -1.39  2.64  -0.41
C  -2.86  -1.47  2.92  -0.45
C  -3.64  -0.32  3.06  0.47
C  -5.05  -0.37  3.18  -0.04
N  -6.22  -0.37  3.26  -0.50
C  -3.00  0.92  3.01  -0.41
C  -1.62  0.99  2.81  -0.72
H  -0.87  -2.30  2.61  0.37
H  -3.35  -2.44  3.06  0.40
H  -3.57  1.84  3.17  0.41
H  -1.10  1.94  2.78  0.39
O  3.97  3.48  -1.25  -0.33
C  3.36  2.68  -1.82  0.21
Co  2.45  1.42  -2.65  0.14
C  0.82  2.14  -2.68  0.16
O  -0.22  2.66  -2.70  -0.31
C  3.12  1.56  -4.30  0.25
O  3.58  1.71  -5.35  -0.32
C  2.66  -0.14  -1.25  -0.19
C  1.72  -0.42  -0.32  -0.16
C  1.47  -0.50  1.10  -0.26
Co  1.20  -1.03  -1.87  0.33
C  -0.35  -0.31  -1.58  0.10
O  -1.39  0.14  -1.38  -0.29
C  0.89  -2.76  -1.66  0.07
O  0.69  -3.89  -1.47  -0.34
C  1.20  -0.94  -3.75  0.38
O  1.13  -0.98  -4.90  -0.33
H  3.71  -0.46  -1.37  0.51
H  1.55  -1.56  1.43  0.32
H  2.08  0.20  1.68  0.31

Summary:
* net charge: 0
* energy relative to the best compared isomer or geometry (same formula, charge and spin): 1.5245 eV
* strongest force on any atom: 0.092 Eh/bohr
* Kohn-Sham gap: 6.63 eV
* spin multiplicity: 1

---

3.
This record from the Open Molecules 2025 dataset describes a 2-piece molecular cluster, C10H14 overall at a distorted geometry. The level of theory is ωB97M-V/def2-TZVPD.

Each line ends with the Mulliken charge.
Positions of all 24 atoms, in Å:
C  -4.77  0.57  0.26  0.11
C  -3.58  0.67  0.11  -0.79
C  1.21  0.21  0.41  -0.90
C  0.08  0.57  -1.78  -1.11
C  0.31  1.48  0.58  0.27
C  -0.54  0.87  -0.49  0.41
C  0.22  -0.40  -0.59  0.86
C  0.91  2.85  0.33  -1.43
C  -0.73  -2.35  0.66  -1.15
C  -0.18  -1.84  -0.66  -0.73
H  -5.81  0.49  0.44  0.39
H  2.18  0.43  -0.03  0.28
H  1.33  -0.37  1.32  0.31
H  -0.57  0.21  -2.57  0.33
H  0.93  1.14  -2.14  0.18
H  -0.19  1.46  1.55  0.36
H  1.53  3.15  1.17  0.40
H  0.11  3.58  0.21  0.37
H  1.52  2.86  -0.57  0.29
H  -1.09  -3.37  0.55  0.39
H  -1.56  -1.73  0.99  0.28
H  0.04  -2.35  1.43  0.31
H  -0.95  -1.95  -1.44  0.30
H  0.68  -2.44  -0.96  0.30

Summary:
* net charge: 0
* energy relative to the best compared isomer or geometry (same formula, charge and spin): 8.0869 eV
* strongest force on any atom: 0.048 Eh/bohr
* Kohn-Sham gap (spin up / spin down): 8.74 / 6.35 eV
* spin multiplicity: 1

---

4.
This record from the Open Molecules 2025 dataset describes a 3-piece molecular cluster, C4H15N3O3 overall at a distorted geometry. The level of theory is ωB97M-V/def2-TZVPD.

Each line ends with the Mulliken charge.
Positions of all 25 atoms, in Å:
C  -1.17  -2.27  1.94  -1.35
C  -1.10  -1.13  0.89  0.81
N  -0.87  -1.67  -0.47  -0.67
C  -0.01  -0.16  1.34  -1.45
N  0.45  0.84  0.37  0.01
C  -0.14  2.10  0.56  0.52
N  -0.49  2.69  -0.63  -0.40
O  -0.29  2.62  1.64  -0.61
H  -0.71  -3.21  1.65  0.38
H  -0.63  -1.93  2.81  0.35
H  -2.22  -2.37  2.21  0.30
H  -2.07  -0.63  0.91  0.27
H  -0.23  -1.15  -1.05  0.13
H  -1.76  -1.70  -0.95  0.24
H  0.85  -0.76  1.69  0.39
H  -0.32  0.24  2.31  0.52
H  0.45  0.41  -0.54  0.15
H  -1.06  3.49  -0.59  0.23
H  -0.60  2.14  -1.46  0.19
O  0.57  0.36  -2.84  -0.64
H  0.66  -0.53  -3.19  0.31
H  1.47  0.69  -2.84  0.33
O  3.29  0.51  -1.59  -0.69
H  2.82  1.34  -1.41  0.36
H  3.09  0.09  -0.73  0.33

Summary:
* net charge: 0
* energy relative to the best compared isomer or geometry (same formula, charge and spin): 0.6665 eV
* strongest force on any atom: 0.040 Eh/bohr
* Kohn-Sham gap: 9.85 eV
* spin multiplicity: 1

---

5.
This record from the Open Molecules 2025 dataset describes the molecule C3H6N2OS2 at a distorted geometry. The level of theory is ωB97M-V/def2-TZVPD.

Each line ends with the Mulliken charge.
Positions of all 14 atoms, in Å:
C  1.23  0.87  -0.81  -1.05
C  -0.26  0.84  -1.05  -0.15
S  -1.17  1.47  0.41  0.01
N  -0.74  0.22  1.50  -0.29
C  -0.68  -1.16  1.23  0.64
O  -0.39  -1.92  2.17  -0.63
N  -0.72  -1.61  -0.08  -0.27
S  -0.97  -0.75  -1.54  0.00
H  1.53  1.92  -0.57  0.30
H  1.48  0.27  0.06  0.31
H  1.86  0.48  -1.62  0.31
H  -0.54  1.58  -1.84  0.29
H  -0.21  0.41  2.36  0.27
H  -0.40  -2.61  -0.21  0.27

Summary:
* net charge: 0
* energy relative to the best compared isomer or geometry (same formula, charge and spin): 1.1987 eV
* strongest force on any atom: 0.036 Eh/bohr
* Kohn-Sham gap: 9.20 eV
* spin multiplicity: 1

---

6.
This record from the Open Molecules 2025 dataset describes C16H20IrN4OS5Sb as an isolated structure. The level of theory is ωB97M-V/def2-TZVPD.

Each line ends with the Mulliken charge.
Positions of all 48 atoms, in Å:
Ir  -2.48  -1.37  -0.66  1.79
C  1.17  0.90  -2.39  -1.98
C  -0.07  0.49  -1.66  0.92
N  -0.28  -0.69  -1.22  0.30
N  0.67  -1.64  -1.36  -0.59
C  0.47  -2.87  -0.81  0.42
N  1.50  -3.72  -0.90  -0.35
S  -0.96  -3.32  -0.04  -0.47
C  -1.17  1.45  -1.38  0.65
C  -1.05  2.81  -1.57  -1.02
C  -2.11  3.64  -1.24  -0.60
C  -3.27  3.08  -0.74  -0.81
C  -3.32  1.70  -0.58  -0.20
N  -2.30  0.91  -0.89  -0.46
H  1.42  0.15  -3.15  0.48
H  2.02  0.97  -1.70  0.32
H  1.06  1.85  -2.90  0.53
H  1.61  -1.37  -1.62  0.35
H  2.33  -3.50  -1.42  0.20
H  1.37  -4.66  -0.57  0.24
H  -0.13  3.24  -1.95  0.33
H  -2.03  4.71  -1.38  0.45
H  -4.13  3.68  -0.47  0.44
H  -4.21  1.21  -0.19  0.55
S  -6.36  -0.27  -2.59  -0.30
Sb  -5.41  -2.32  -2.03  0.57
S  -3.13  -1.91  -2.81  -0.44
S  -4.56  -1.78  0.20  -0.40
C  4.61  0.50  0.46  -1.56
C  3.26  0.11  1.00  0.91
C  2.22  1.04  1.02  -0.87
C  0.97  0.70  1.51  -0.59
C  0.76  -0.58  2.00  0.63
C  1.77  -1.52  1.97  -0.64
C  3.02  -1.17  1.48  -0.61
S  -0.87  -1.05  2.59  0.41
C  -0.85  -0.10  4.11  -1.10
O  -1.85  -0.34  1.70  -0.42
H  4.79  1.57  0.55  0.38
H  4.71  0.24  -0.60  0.28
H  5.41  -0.02  0.98  0.44
H  2.40  2.05  0.67  0.39
H  0.15  1.42  1.52  0.42
H  1.59  -2.53  2.34  0.42
H  3.82  -1.90  1.48  0.46
H  -0.72  0.95  3.88  0.31
H  -0.04  -0.46  4.75  0.41
H  -1.81  -0.27  4.60  0.43

Summary:
* net charge: +1
* strongest force on any atom: 0.002 Eh/bohr
* Kohn-Sham gap (spin up / spin down): 5.67 / 5.96 eV
* ⟨S²⟩: 8.79
* spin multiplicity: 6

---

7.
This record from the Open Molecules 2025 dataset describes C3H2I2N2O as an isolated structure at a distorted geometry. The level of theory is ωB97M-V/def2-TZVPD.

Each line ends with the Mulliken charge.
Positions of all 10 atoms, in Å:
C  -0.56  0.44  0.19  0.16
C  -0.57  -1.03  -0.16  0.19
C  1.45  -1.55  -0.30  0.60
N  0.12  1.45  -0.11  -0.48
N  0.25  -1.94  -0.55  -0.24
O  2.40  -1.26  0.28  -0.08
I  -2.68  -1.69  -0.12  0.48
I  1.63  2.71  -0.19  0.67
H  -1.61  0.61  0.64  0.28
H  -0.43  2.24  0.31  0.42

Summary:
* net charge: +2
* energy relative to the best compared isomer or geometry (same formula, charge and spin): 0.0000 eV
* strongest force on any atom: 0.089 Eh/bohr
* Kohn-Sham gap: 6.63 eV
* spin multiplicity: 1